1.
Molecular formula: C41H57CrF3N4O8
Method: DFT, ωB97M-V/def2-TZVPD

```
114
Properties=species:S:1:pos:R:3:mulliken_charge:R:1
Cr 0.58 2.18 -0.55 0.8046
C -2.01 5.47 -2.15 -1.3612
N -0.80 4.67 -2.20 1.1133
C 0.34 5.54 -2.43 -1.0794
C -0.87 3.59 -3.16 -1.3422
C -1.80 2.45 -2.72 -1.1863
N -1.25 1.49 -1.72 1.9286
C -1.01 0.22 -2.44 -2.1244
C -0.27 -0.92 -1.78 0.2770
C -0.71 -2.22 -1.90 -0.1775
C 0.10 -3.30 -1.60 -0.6925
C 1.42 -3.02 -1.24 -0.5738
C 1.92 -1.74 -1.11 -0.4736
C 1.03 -0.65 -1.31 0.5433
O 1.41 0.58 -1.15 0.2523
C 3.39 -1.46 -0.82 2.3377
C 3.96 -0.61 -1.97 -1.4740
C 4.24 -2.73 -0.70 -2.4501
C 3.48 -0.67 0.50 -0.8604
C -0.32 -4.76 -1.75 2.3497
C 0.51 -5.40 -2.87 -1.7927
C -0.08 -5.50 -0.43 -1.6394
C -1.80 -4.92 -2.11 -1.9322
C -2.33 1.28 -0.73 -2.5980
C -2.12 0.23 0.32 0.3982
C -3.07 -0.75 0.49 -0.2882
C -3.06 -1.61 1.58 -0.5241
C -2.04 -1.42 2.50 -0.8861
C -1.05 -0.44 2.39 0.3942
C -1.06 0.40 1.24 0.1388
O -0.18 1.32 1.02 -0.2638
C -0.05 -0.35 3.54 2.1879
C 0.97 0.77 3.37 -1.7528
C 0.72 -1.68 3.63 -1.7555
C -0.82 -0.08 4.85 -1.9218
C -4.10 -2.69 1.80 2.3100
C -4.83 -2.46 3.13 -1.8597
C -5.15 -2.73 0.69 -2.1769
C -3.39 -4.05 1.80 -1.3417
H -2.21 5.97 -3.12 0.3821
H -1.91 6.24 -1.39 0.3552
H -2.87 4.86 -1.88 0.2811
H 0.21 6.16 -3.34 0.3475
H 1.24 4.94 -2.54 0.1222
H 0.46 6.20 -1.58 0.2787
H 0.13 3.19 -3.30 0.0832
H -1.24 3.96 -4.14 0.4897
H -2.10 1.90 -3.62 0.2760
H -2.70 2.91 -2.30 0.4953
H -0.41 0.47 -3.33 0.7095
H -1.98 -0.17 -2.79 0.3010
H -1.71 -2.39 -2.28 0.3141
H 2.09 -3.85 -1.07 0.6524
H 3.93 -1.18 -2.90 0.3335
H 4.99 -0.33 -1.77 0.4144
H 3.37 0.29 -2.11 0.1525
H 4.21 -3.30 -1.63 0.4299
H 3.90 -3.36 0.12 0.4141
H 5.27 -2.45 -0.51 0.4515
H 2.79 0.16 0.46 -0.5866
H 4.49 -0.29 0.65 0.5131
H 3.21 -1.31 1.34 0.2107
H 1.57 -5.36 -2.65 0.2967
H 0.35 -4.86 -3.80 0.3525
H 0.23 -6.44 -3.02 0.4763
H 0.97 -5.47 -0.14 0.2841
H -0.38 -6.55 -0.51 0.5136
H -0.66 -5.04 0.37 0.2282
H -2.02 -4.47 -3.07 0.3821
H -2.43 -4.46 -1.35 0.1324
H -2.05 -5.98 -2.16 0.4816
H -3.26 1.01 -1.28 0.6015
H -2.48 2.23 -0.22 0.5736
H -3.87 -0.81 -0.24 0.5884
H -2.01 -2.06 3.36 0.3603
H 1.56 0.59 2.48 0.1702
H 1.62 0.80 4.25 0.5204
H 0.44 1.72 3.29 0.2885
H 1.21 -1.89 2.68 0.1220
H 0.07 -2.52 3.85 0.3639
H 1.48 -1.63 4.41 0.4766
H -1.36 0.86 4.78 0.4012
H -0.12 -0.01 5.68 0.4779
H -1.54 -0.86 5.07 0.3053
H -5.32 -1.49 3.12 0.3781
H -4.14 -2.47 3.97 0.2915
H -5.58 -3.23 3.29 0.4791
H -5.71 -1.80 0.65 0.3810
H -5.86 -3.54 0.88 0.4788
H -4.69 -2.90 -0.28 0.3199
H -2.69 -4.13 2.63 0.3276
H -2.82 -4.16 0.88 -0.0583
H -4.10 -4.87 1.87 0.5078
O 6.22 2.90 -1.20 -0.5897
C 5.94 3.01 0.08 0.3630
O 6.80 3.10 0.93 -0.6655
C 4.50 2.97 0.46 0.3096
C 4.01 2.98 1.75 -0.4322
N 2.67 2.84 1.67 -0.3790
N 2.28 2.72 0.40 1.2048
C 3.36 2.82 -0.36 -0.7053
C 3.08 2.89 -1.83 0.8914
O 4.04 2.98 -2.62 -0.9481
O 1.86 2.90 -2.12 -0.1417
H 5.40 2.90 -1.81 0.3683
H 4.52 3.09 2.69 0.5681
H 2.00 2.79 2.42 0.1479
F 0.50 6.09 1.59 -0.2183
C -0.77 5.66 1.74 0.7827
F -0.92 5.43 3.06 -0.2894
F -1.56 6.72 1.45 -0.2888
C -1.09 4.38 0.85 0.4318
O -2.26 4.04 0.79 -0.7309
O -0.06 3.92 0.33 -0.1100
```

Calculated values
2S+1	2
ΔE to the lowest compared entry with this formula, charge and spin	0.00	kJ/mol
<S²>	0.763
charge	-1

---

2.
Molecular formula: C41H57HfN2O8P3SSi
Method: DFT, ωB97M-V/def2-TZVPD

```
114
Properties=species:S:1:pos:R:3:mulliken_charge:R:1
Hf 0.49 -0.44 0.00 1.2905
C -1.37 -5.19 1.48 -1.7705
C -1.16 -3.90 0.68 1.2709
C -2.34 -3.67 -0.26 -1.8715
P -0.79 -2.34 1.63 0.6086
C 0.13 -2.93 3.12 0.2702
C 1.44 -3.61 2.74 -1.2513
C 0.34 -1.78 4.11 -1.5187
C -2.38 -1.80 2.37 -0.0803
C -3.13 -2.69 3.15 -0.7604
C -4.36 -2.30 3.67 -0.9807
C -4.84 -1.03 3.43 -0.9138
C -4.08 -0.13 2.69 -0.5354
C -2.84 -0.49 2.16 1.1462
Si -1.68 0.71 1.26 0.0972
C -2.72 2.00 0.33 0.0876
C -3.45 2.96 1.04 -0.2681
C -4.12 3.98 0.38 -1.2006
C -4.06 4.06 -1.01 -0.9330
C -3.33 3.12 -1.72 -0.5244
C -2.65 2.10 -1.07 0.4977
P -1.74 0.73 -1.90 1.4814
C -3.23 -0.22 -2.50 0.5100
C -2.87 -1.43 -3.36 -1.6439
C -4.11 -0.61 -1.31 -1.6029
C -0.97 1.38 -3.47 1.4188
C -1.89 1.73 -4.64 -1.7947
C 0.12 0.40 -3.94 -1.4221
C -0.77 1.75 2.58 0.3700
C -0.99 1.66 3.95 -0.5658
C -0.17 2.33 4.85 -0.8479
C 0.87 3.12 4.39 -0.8981
C 1.09 3.24 3.02 -0.5525
C 0.28 2.56 2.12 -0.0958
P 0.42 2.61 0.30 0.7847
C -0.33 4.28 -0.13 1.6784
C -0.19 4.62 -1.61 -1.1187
C 0.22 5.41 0.74 -1.4426
C 2.19 2.93 -0.25 -0.3824
C 2.45 1.97 -1.42 -1.6230
C 4.42 3.11 0.53 -0.9544
H -1.40 -6.02 0.78 0.4910
H -2.33 -5.18 2.00 0.3310
H -0.58 -5.39 2.20 0.3857
H -0.25 -4.03 0.09 0.0374
H -3.27 -3.59 0.31 0.3601
H -2.44 -4.51 -0.95 0.5713
H -2.21 -2.77 -0.85 0.1016
H -0.54 -3.66 3.59 0.7863
H 2.17 -2.87 2.41 -0.1020
H 1.32 -4.35 1.95 0.2800
H 1.86 -4.11 3.62 0.6275
H 0.91 -0.97 3.65 0.0298
H 0.91 -2.14 4.97 0.5616
H -0.61 -1.38 4.47 0.3477
H -2.76 -3.68 3.36 0.4002
H -4.93 -3.00 4.27 0.4263
H -5.80 -0.72 3.83 0.4185
H -4.46 0.87 2.53 0.4036
H -3.47 2.93 2.12 0.3742
H -4.68 4.72 0.94 0.4065
H -4.58 4.86 -1.53 0.4158
H -3.30 3.20 -2.80 0.0709
H -3.80 0.48 -3.11 0.8515
H -2.14 -2.09 -2.89 0.1798
H -2.45 -1.14 -4.32 0.2294
H -3.77 -2.02 -3.57 0.5156
H -3.56 -1.17 -0.55 0.0547
H -4.93 -1.24 -1.66 0.6653
H -4.55 0.27 -0.83 0.1690
H -0.47 2.29 -3.15 -0.5294
H -2.48 0.86 -4.97 0.2971
H -1.29 2.05 -5.50 0.5315
H -2.58 2.53 -4.42 0.3627
H -0.29 -0.58 -4.21 0.2789
H 0.87 0.22 -3.17 -0.0078
H 0.63 0.80 -4.82 0.6982
H -1.80 1.04 4.33 0.4871
H -0.34 2.23 5.92 0.4362
H 1.52 3.63 5.08 0.4283
H 1.92 3.84 2.66 0.4641
H -1.39 4.15 0.10 -0.6637
H 0.85 4.65 -1.95 0.2830
H -0.61 5.61 -1.79 0.4873
H -0.74 3.92 -2.24 0.1204
H 1.30 5.51 0.64 0.2135
H -0.02 5.26 1.79 0.3471
H -0.23 6.35 0.42 0.5321
H 2.25 3.94 -0.66 1.2375
H 3.02 0.40 -0.37 0.1593
H 3.45 2.11 -1.84 0.5853
H 1.72 2.15 -2.21 0.1636
H 4.95 3.11 1.48 0.2899
H 4.49 4.11 0.09 0.3262
H 4.90 2.39 -0.13 0.3067
O 3.08 2.78 0.82 0.3469
S 3.30 0.19 1.88 0.0606
O 3.74 -1.28 2.36 -0.5540
O 1.73 0.03 1.53 -1.3743
O 2.31 0.59 -1.04 -0.4182
O 1.99 -5.08 -3.61 -0.6000
C 2.97 -4.90 -2.73 0.2210
O 3.98 -5.55 -2.78 -0.6287
C 2.78 -3.85 -1.71 0.4260
C 3.69 -3.51 -0.70 -0.9470
N 3.22 -2.53 0.06 -1.3396
N 2.00 -2.19 -0.41 0.9750
C 1.72 -2.97 -1.48 -1.0140
C 0.43 -2.69 -2.13 1.2605
O -0.02 -3.36 -3.05 -0.8970
O -0.17 -1.67 -1.60 0.6607
H 1.22 -4.48 -3.46 0.3703
H 4.66 -3.95 -0.52 0.5758
H 3.74 -1.86 1.53 0.6918
```

Calculated values
ΔE to the lowest compared entry with this formula, charge and spin	151.64	kJ/mol
charge	0

---

3.
Molecular formula: C41H58F9I2NO23S
Method: DFT, ωB97M-V/def2-TZVPD

```
135
Properties=species:S:1:pos:R:3:mulliken_charge:R:1
C -3.15 -7.71 0.26 -1.3904
C -3.89 -6.50 -0.23 0.5232
I -3.64 -5.90 -2.22 0.1122
C -4.70 -5.78 0.55 -1.8573
I -4.99 -6.35 2.57 0.0482
C -5.38 -4.53 0.14 0.8294
C -4.55 -3.42 0.05 -0.5688
C -5.09 -2.21 -0.31 1.0292
C -6.44 -2.08 -0.61 -0.4965
C -7.29 -3.18 -0.53 1.3224
S -9.02 -2.99 -0.89 1.1956
O -9.35 -1.63 -1.09 -0.6334
O -9.79 -3.73 0.04 -0.5258
F -9.15 -3.73 -2.25 -0.2285
C -6.75 -4.44 -0.14 0.5944
C -7.65 -5.65 -0.05 -1.5061
C -8.33 -5.80 1.32 -1.0542
O -8.14 -4.64 2.09 0.0227
C -9.15 -4.43 3.04 -0.7895
C -9.16 -2.96 3.47 0.9333
F -8.03 -2.33 3.18 -0.2220
F -10.18 -2.29 2.91 -0.2901
F -9.35 -2.90 4.81 -0.3098
C -6.63 -0.62 -1.01 -0.3880
O -7.34 -0.11 -1.79 -0.4324
N -5.55 0.07 -0.32 0.0847
C -5.84 0.66 0.93 1.0116
F -6.75 -0.03 1.64 -0.2573
F -6.37 1.89 0.73 -0.3342
C -4.60 0.88 1.83 0.4391
F -4.98 1.66 2.85 -0.2829
F -4.16 -0.26 2.35 -0.2392
F -3.62 1.51 1.19 -0.1816
C -4.44 -0.86 -0.43 -0.3559
O -3.32 -0.59 -0.65 -0.5081
H -2.47 -7.38 1.05 0.3620
H -3.81 -8.45 0.69 0.3738
H -2.52 -8.12 -0.52 0.3807
H -3.49 -3.48 0.26 0.6850
H -7.05 -6.54 -0.23 0.6101
H -8.39 -5.58 -0.84 0.6137
H -7.91 -6.65 1.86 0.5819
H -9.38 -6.04 1.16 0.3649
H -10.15 -4.64 2.65 0.3366
H -8.98 -5.07 3.91 0.3881
C -0.98 3.00 0.86 -1.1327
C -0.70 2.28 2.16 0.0056
O 0.71 2.20 2.45 -0.2505
C 1.26 3.31 2.93 0.7113
O 0.70 4.35 3.14 -0.5924
O 2.56 3.08 3.12 -0.2341
C 3.31 4.22 3.55 -0.7630
H -0.42 2.54 0.04 0.2157
H -2.03 2.96 0.62 0.3470
H -0.68 4.05 0.91 0.3563
H -1.04 1.24 2.09 0.1789
H -1.22 2.74 2.99 0.3871
H 2.86 4.67 4.43 0.3189
H 3.38 4.95 2.75 0.2912
H 4.31 3.86 3.79 0.2529
C 4.81 5.81 -2.32 -1.1115
C 5.27 4.42 -2.70 -0.2132
O 5.06 3.48 -1.64 -0.3149
C 3.81 3.04 -1.49 0.6886
O 2.87 3.36 -2.17 -0.5840
O 3.79 2.20 -0.46 -0.3876
C 2.49 1.71 -0.13 -0.4999
H 5.27 6.12 -1.38 0.2075
H 5.06 6.53 -3.10 0.3863
H 3.73 5.83 -2.17 0.4023
H 6.35 4.42 -2.88 0.2927
H 4.79 4.07 -3.61 0.3382
H 2.01 1.27 -1.01 0.4118
H 1.88 2.51 0.27 0.0378
H 2.62 0.95 0.63 0.2882
C -5.64 -9.89 -7.76 -1.0875
C -5.14 -10.60 -6.52 -0.1822
O -3.72 -10.48 -6.37 -0.3656
C -3.29 -9.31 -5.90 0.7891
O -3.98 -8.38 -5.58 -0.5384
O -1.96 -9.34 -5.85 -0.3462
C -1.36 -8.11 -5.45 -0.4384
H -5.10 -10.24 -8.64 0.2927
H -6.70 -10.08 -7.90 0.3511
H -5.49 -8.81 -7.68 0.3118
H -5.33 -11.67 -6.60 0.2931
H -5.64 -10.24 -5.62 0.3061
H -1.77 -7.76 -4.50 0.0800
H -1.50 -7.36 -6.22 0.2912
H -0.30 -8.30 -5.32 0.2325
C 1.30 0.39 4.94 -0.8138
C 1.79 -0.77 5.78 -0.5386
O 2.70 -0.35 6.80 -0.3443
C 2.15 0.22 7.86 0.7993
O 0.97 0.38 8.06 -0.5580
O 3.13 0.58 8.70 -0.3461
C 2.68 1.27 9.86 -0.6392
H 2.14 0.95 4.53 0.2586
H 0.68 0.04 4.12 0.2885
H 0.71 1.09 5.54 0.3673
H 2.34 -1.47 5.16 0.3438
H 0.96 -1.32 6.23 0.3588
H 1.91 0.70 10.39 0.2953
H 2.30 2.26 9.60 0.2941
H 3.55 1.39 10.51 0.2229
C 6.67 13.06 -0.87 -1.0937
C 5.47 12.13 -0.86 -0.1914
O 5.77 10.87 -1.48 -0.3569
C 6.47 10.02 -0.73 0.7850
O 6.84 10.21 0.40 -0.5563
O 6.69 8.92 -1.45 -0.3251
C 7.49 7.94 -0.79 -0.6664
H 7.05 13.18 -1.89 0.2933
H 6.39 14.04 -0.48 0.3538
H 7.48 12.67 -0.26 0.3130
H 4.66 12.56 -1.45 0.2916
H 5.10 11.97 0.15 0.3134
H 7.09 7.69 0.19 0.3312
H 8.52 8.29 -0.70 0.3559
H 7.48 7.05 -1.42 0.1391
C 11.53 1.15 -4.65 -1.1059
C 10.88 2.44 -4.20 -0.1982
O 9.52 2.24 -3.79 -0.3496
C 9.36 1.70 -2.58 0.7686
O 10.24 1.41 -1.81 -0.5613
O 8.06 1.56 -2.36 -0.2834
C 7.73 0.93 -1.12 -0.6055
H 10.93 0.67 -5.42 0.2920
H 12.53 1.35 -5.04 0.3619
H 11.62 0.45 -3.82 0.3102
H 10.83 3.15 -5.03 0.2983
H 11.44 2.92 -3.39 0.3179
H 8.21 1.44 -0.28 0.3264
H 8.03 -0.12 -1.13 0.3475
H 6.65 1.00 -1.00 0.0917
```

Calculated values
SMILES	C/C(I)=C(\I)c1cc2c(c(S(=O)(=O)F)c1CCOCC(F)(F)F)C(=O)N(C(F)(F)C(F)(F)F)C2=O.CCOC(=O)OC.CCOC(=O)OC.CCOC(=O)OC.CCOC(=O)OC.CCOC(=O)OC.CCOC(=O)OC
energy	-143534.7739	eV
charge	0

---

4.
Molecular formula: C41H58FN2O27
Method: DFT, ωB97M-V/def2-TZVPD

```
129
Properties=species:S:1:pos:R:3:mulliken_charge:R:1
C -0.47 3.25 1.74 -0.5515
C 0.09 1.93 1.91 -0.0359
C -0.29 0.72 0.95 -0.3218
N 0.27 0.77 -0.39 1.2907
C 1.17 1.82 -0.94 -0.1149
C 0.61 2.95 -1.62 -0.6718
C -0.30 -0.45 -1.01 -0.1441
C 0.00 -0.82 -2.53 0.0703
C 1.56 -1.15 -2.73 0.4808
C 2.15 -2.17 -1.64 -0.5691
F 1.72 -1.75 -4.05 -0.4444
C -1.20 -1.19 0.02 0.0294
C -2.07 -2.52 -0.17 -0.3144
C -1.34 -3.69 -1.00 0.0529
C -1.98 -3.93 -2.48 0.3601
O -1.62 -4.92 -3.19 -0.5937
O -2.96 -3.06 -3.07 -0.4512
N -1.15 -0.39 1.28 0.8952
C -1.90 -0.74 2.51 -0.9964
O -1.52 -0.01 3.68 -0.3111
C -1.05 -0.87 4.76 -0.5997
C 0.55 -1.14 4.70 0.4153
C 1.33 -0.51 5.97 -1.2183
H -0.50 3.92 2.66 0.2684
H -0.82 3.65 0.73 -0.0556
H 0.85 1.82 2.76 0.1551
H 2.31 1.77 -0.80 -0.0423
H -0.51 2.91 -1.91 0.0959
H 1.29 3.85 -1.89 0.3034
H -0.21 0.15 -3.14 -0.1282
H -0.71 -1.61 -2.95 -0.1348
H 2.20 -0.20 -2.69 0.0740
H 1.68 -3.21 -1.77 -0.2001
H 3.29 -2.32 -1.82 0.5987
H 2.06 -1.79 -0.55 0.0555
H -2.26 -2.94 0.90 0.0991
H -3.11 -2.34 -0.63 0.4088
H -1.56 -4.68 -0.43 0.5535
H -0.20 -3.60 -1.02 -0.3487
H -2.50 -2.66 -3.85 0.3240
H -1.72 -1.87 2.72 0.4889
H -3.04 -0.67 2.27 0.3304
H -1.23 -0.27 5.74 0.3589
H -1.63 -1.85 4.88 0.3125
H 1.00 -0.83 3.69 -0.1763
H 0.67 -2.29 4.79 0.3003
H 2.36 -0.99 6.13 0.2838
H 0.74 -0.67 6.95 0.4173
H 1.52 0.62 5.87 0.2368
C 2.11 -7.10 -2.10 -0.3380
C 3.57 -6.98 -1.78 -0.3892
O 3.64 -5.75 -1.07 -0.2913
C 2.41 -5.52 -0.54 0.6635
O 2.17 -4.65 0.25 -0.4998
O 1.49 -6.40 -1.03 -0.2492
H 1.78 -8.14 -2.13 0.3087
H 1.84 -6.61 -3.04 0.2696
H 3.93 -7.78 -1.13 0.2828
H 4.19 -6.94 -2.68 0.2994
C 5.44 -0.05 2.56 -0.4807
C 4.01 0.00 2.11 0.1611
O 3.29 0.01 3.34 0.0070
C 4.13 0.49 4.29 0.4710
O 3.79 0.79 5.41 -0.5592
O 5.40 0.60 3.82 -0.3638
H 6.11 0.47 1.87 0.3447
H 5.80 -1.07 2.70 0.2967
H 3.77 0.92 1.56 -0.0059
H 3.73 -0.86 1.50 0.1271
C 2.27 5.36 3.68 -0.4140
C 3.51 6.17 3.48 -0.3837
O 4.46 5.21 3.05 -0.3631
C 3.76 4.18 2.50 0.4420
O 4.25 3.28 1.88 -0.5415
O 2.43 4.30 2.74 0.0726
H 1.36 5.93 3.47 0.2797
H 2.20 4.93 4.68 0.3463
H 3.39 6.93 2.71 0.2511
H 3.84 6.65 4.41 0.3288
C -4.45 -6.68 -1.03 0.0239
C -5.87 -6.60 -1.51 -0.3695
O -6.62 -6.62 -0.30 -0.3155
C -5.80 -6.17 0.69 0.6334
O -6.16 -5.90 1.80 -0.5366
O -4.51 -6.06 0.25 -0.2912
H -3.76 -6.16 -1.68 0.0301
H -4.11 -7.72 -0.90 0.2412
H -6.08 -5.67 -2.04 0.2611
H -6.14 -7.44 -2.14 0.3202
C -1.66 8.30 -0.33 -0.3903
C -1.89 6.85 -0.65 -0.2687
O -0.58 6.30 -0.62 -0.1575
C 0.18 7.11 0.16 0.5528
O 1.29 6.85 0.53 -0.5348
O -0.49 8.26 0.47 -0.3109
H -2.49 8.74 0.21 0.3136
H -1.46 8.89 -1.22 0.2773
H -2.51 6.35 0.10 0.2169
H -2.35 6.71 -1.63 0.2977
C -3.32 1.74 -5.67 -0.4354
C -1.91 1.37 -5.29 -0.0518
O -1.64 2.24 -4.21 -0.2616
C -2.83 2.59 -3.66 0.6526
O -2.95 3.19 -2.62 -0.5029
O -3.87 2.19 -4.44 -0.3505
H -3.88 0.89 -6.06 0.3310
H -3.36 2.56 -6.40 0.2633
H -1.83 0.33 -4.95 0.0059
H -1.21 1.53 -6.11 0.3684
C -5.20 1.49 3.06 0.3003
C -6.19 0.37 3.08 -0.3346
O -7.33 0.95 2.45 -0.3278
C -6.89 1.97 1.68 0.6220
O -7.56 2.56 0.88 -0.5225
O -5.57 2.24 1.92 -0.2958
H -4.17 1.14 2.98 -0.2733
H -5.28 2.14 3.95 0.2748
H -5.86 -0.49 2.49 0.2681
H -6.43 0.04 4.09 0.3288
C 5.54 0.96 -5.17 -0.3216
C 6.28 -0.22 -4.62 -0.3408
O 6.30 0.05 -3.22 -0.2965
C 5.26 0.88 -2.95 0.6300
O 4.89 1.17 -1.85 -0.4554
O 4.69 1.34 -4.10 -0.3038
H 4.95 0.70 -6.06 0.2945
H 6.20 1.79 -5.41 0.2793
H 5.75 -1.16 -4.79 0.2521
H 7.29 -0.30 -5.02 0.3015
```

Calculated values
energy	-104424.8148	eV
charge	+1